[1]
Molecular formula: C2H13NO4
Method: DFT, ωB97M-V/def2-TZVPD

Geometry as ORCA input:
```
! RIJCOSX wB97M-V def2-TZVPD def2/J DEFGRID3
* xyz 0 1
C -1.06833 0.40323 -2.93049
N -0.61141 1.67288 -2.38142
C -0.12757 1.68328 -0.97496
O -1.06629 1.28672 0.01756
H -0.32762 -0.42152 -2.87202
H -1.47734 0.68147 -3.85860
H -1.95130 0.19772 -2.31588
H 0.12303 1.92396 -3.00391
H 0.71742 0.97482 -1.07091
H 0.26488 2.65139 -0.66245
H -1.71893 2.07896 -0.08374
O -2.45415 -2.50437 2.39269
H -3.25647 -2.92903 2.59707
H -2.54909 -2.30963 1.46011
O 1.17121 0.17540 1.68842
H 0.75292 0.98028 1.34268
H 1.53769 0.30739 2.48488
O 3.92719 -2.63977 2.70656
H 3.45099 -1.91704 2.30007
H 4.66316 -2.29614 3.16433
*
```

## Properties
E_HOMO = -9.15 eV
Energy = -439.643604 Eh
ΔE to the lowest compared entry with this formula, charge and spin = 49.7 kcal per mole
Largest force on an atom = 0.1037 Eh/bohr
Frontier orbital gap = 9.813 eV

These are the natural (NBO) partial charges, in e, on atoms 1 to 8:
1 C -0.431
2 N -0.649
3 C 0.071
4 O -0.709
5 H 0.174
6 H 0.209
7 H 0.201
8 H 0.353

[2]
Molecular formula: C33H48CeCl2NP
Method: DFT, ωB97M-V/def2-TZVPD

Geometry as ORCA input:
```
! RIJCOSX wB97M-V def2-TZVPD def2/J DEFGRID3
* xyz -2 1
P 0.29731 -1.14572 -1.90584
C 1.93110 -0.58970 -2.54197
C 2.19502 -0.80193 -4.03260
C 3.65516 -0.42162 -4.34139
C 4.03216 0.98394 -3.86688
C 3.65039 1.27055 -2.40629
C 2.20496 0.86634 -2.09601
C -1.20035 -0.33553 -2.63294
C -1.68188 -0.88384 -3.98062
C -3.04502 -0.25989 -4.33262
C -3.03763 1.27256 -4.28018
C -2.44885 1.83565 -2.97738
C -1.08878 1.20273 -2.65520
C 0.13343 -2.96656 -1.97976
C 1.40566 -3.62942 -1.40495
C 1.26408 -5.14813 -1.22147
C -0.01260 -5.56900 -0.48565
C -1.27174 -4.90410 -1.05822
C -1.14888 -3.38037 -1.21648
H 2.64262 -1.23356 -1.98109
H 1.50323 -0.19779 -4.63689
H 2.02881 -1.85393 -4.30759
H 3.83370 -0.51475 -5.41983
H 4.30601 -1.15143 -3.84344
H 5.10850 1.14337 -3.99807
H 3.52053 1.71706 -4.50064
H 4.32451 0.72233 -1.73524
H 3.77722 2.33652 -2.18717
H 1.99386 0.96690 -1.02180
H 1.51993 1.54814 -2.61999
H -1.96060 -0.58833 -1.86494
H -3.78852 -0.63701 -3.61788
H -1.78335 -1.97920 -3.94447
H -0.94656 -0.65242 -4.76672
H -3.35214 -0.60019 -5.32834
H -4.05526 1.65736 -4.42026
H -2.43098 1.64719 -5.11502
H -2.33130 2.92579 -3.04398
H -3.13336 1.63998 -2.14072
H -0.72900 1.56940 -1.67959
H -0.35670 1.51347 -3.41909
H 0.03391 -3.19030 -3.06122
H 2.26323 -3.43647 -2.06725
H 1.63954 -3.16316 -0.43242
H 1.26826 -5.61511 -2.21475
H 2.14395 -5.51766 -0.68192
H 0.07895 -5.32665 0.58036
H -0.12268 -6.65792 -0.56464
H -2.13429 -5.12122 -0.41825
H -1.47706 -5.33499 -2.04687
H -2.04381 -3.00584 -1.74046
H -1.14778 -2.90246 -0.22434
Ce -0.49981 0.07830 2.87724
Cl -2.62809 -0.63776 1.60857
Cl 1.60432 -1.23512 2.28608
C 0.16395 1.83692 1.59156
H 1.27071 1.75459 1.57696
C -1.44739 5.23432 -0.43032
C -0.05792 5.10484 -0.26636
C 0.48532 3.97688 0.33534
C -0.35991 2.94287 0.84707
C -1.76688 3.05803 0.59527
C -2.29151 4.19053 -0.01056
H -1.86835 6.13179 -0.88551
H 0.59976 5.90088 -0.61772
H 1.56545 3.86217 0.45859
H -2.40773 2.22971 0.91347
H -3.36970 4.27211 -0.16404
C 2.06744 1.03893 5.82446
C 0.91238 0.91464 6.75845
C 1.07699 1.07362 8.12568
C -0.00716 0.96172 9.00043
C -1.28674 0.68760 8.49807
C -1.50006 0.52466 7.13993
C -2.86931 0.24313 6.62221
C -0.38950 0.61659 6.24352
N -0.54742 0.41954 4.93577
H 2.24620 0.11734 5.25694
H 2.96510 1.26657 6.40750
H 1.92274 1.84827 5.09593
H 2.07770 1.28797 8.50378
H 0.14552 1.08765 10.07177
H -2.13403 0.59902 9.17884
H -3.26796 -0.67600 7.06831
H -3.56165 1.04830 6.89969
H -2.86939 0.13626 5.53404
*
```

## Properties
E_HOMO (alpha / beta) = 0.10 / 0.10 eV
Energy = -3077.940748 Eh
Largest force on an atom = 0.0644 Eh/bohr
Frontier orbital gap (alpha / beta) = 4.057 / 4.057 eV

These are the Löwdin partial charges, in e, on atoms 1 to 8:
1 P 1.099
2 C -0.463
3 C -0.217
4 C -0.218
5 C -0.217
6 C -0.201
7 C -0.208
8 C -0.448

[3]
Molecular formula: C3H5NO2S
Method: DFT, ωB97M-V/def2-TZVPD

Geometry as ORCA input:
```
! RIJCOSX wB97M-V def2-TZVPD def2/J DEFGRID3
* xyz 0 1
C 1.64875 -0.01522 -0.58569
C 0.20289 0.00303 -0.07464
N -0.53142 -1.06122 -0.24052
S -2.18895 -1.40218 0.01856
C -0.23578 1.31525 0.40562
O 0.39861 2.22572 -0.08415
O -1.32775 1.41417 1.16244
H 1.74451 -0.94950 -1.03774
H 1.85095 0.83095 -1.31504
H 2.36448 -0.11588 0.41310
H -1.98057 -2.78930 -0.17537
H -1.94572 0.54418 1.51343
*
```

## Properties
E_HOMO = -9.41 eV
Energy = -720.663654 Eh
ΔE to the lowest compared entry with this formula, charge and spin = 52.0 kcal per mole
Largest force on an atom = 0.0933 Eh/bohr
Frontier orbital gap = 9.436 eV

These are the natural (NBO) partial charges, in e, on atoms 1 to 8:
1 C -0.636
2 C 0.161
3 N -0.569
4 S 0.167
5 C 0.717
6 O -0.539
7 O -0.695
8 H 0.222

[4]
Molecular formula: CH7N2
Method: DFT, ωB97M-V/def2-TZVPD

Geometry as ORCA input:
```
! RIJCOSX wB97M-V def2-TZVPD def2/J DEFGRID3
* xyz 1 1
N -0.36102 0.95284 1.61117
H 0.54539 0.70472 2.14450
H -0.43683 1.92717 1.32383
H -0.33555 0.35874 0.64010
H -1.04853 0.51342 2.30371
C 0.77153 -0.93846 -1.28236
N -0.28437 -0.25457 -0.83637
H 1.74940 -1.02799 -0.71322
H 0.63876 -1.46697 -2.26266
H -1.22410 -0.26624 -1.16571
*
```

## Properties
E_HOMO = -15.19 eV
Energy = -151.517747 Eh
ΔE to the lowest compared entry with this formula, charge and spin = 20.9 kcal per mole
Largest force on an atom = 0.1015 Eh/bohr
Frontier orbital gap = 11.449 eV

These are the natural (NBO) partial charges, in e, on atoms 1 to 8:
1 N -0.955
2 H 0.443
3 H 0.452
4 H 0.450
5 H 0.453
6 C 0.049
7 N -0.709
8 H 0.212

[5]
Molecular formula: CHF3FeNO5S2
Method: DFT, ωB97M-V/def2-TZVPD

Geometry as ORCA input:
```
! RIJCOSX wB97M-V def2-TZVPD def2/J DEFGRID3
* xyz -1 5
O 1.16883 -0.12497 0.02244
Fe 1.06198 -0.00407 -1.89788
H 2.20032 1.76828 -3.22037
N -1.17533 -1.19522 0.23147
S -1.82331 -0.19230 -1.02427
O -0.77927 -0.39776 -2.17348
O -3.05429 -0.96182 -1.39113
S 0.16288 -0.81985 0.91315
O 2.28453 0.86998 -2.89251
O 0.72312 -1.91755 1.70083
C -0.13427 0.50601 2.19793
F -0.32146 1.68199 1.61536
F -1.21560 0.19694 2.89921
F 0.90186 0.59033 3.01924
*
```

## Properties
E_HOMO (alpha / beta) = -5.31 / -5.33 eV
Energy = -2829.443236 Eh
Largest force on an atom = 0.0414 Eh/bohr
Frontier orbital gap (alpha / beta) = 8.474 / 8.527 eV

These are the natural (NBO) partial charges, in e, on atoms 1 to 8:
1 O -1.073
2 Fe 1.479
3 H 0.466
4 N -1.162
5 S 1.596
6 O -1.120
7 O -0.979
8 S 2.173

[6]
Molecular formula: C20H38AuN4OSiV
Method: DFT, ωB97M-V/def2-TZVPD

Geometry as ORCA input:
```
! RIJCOSX wB97M-V def2-TZVPD def2/J DEFGRID3
* xyz 2 1
N 2.45498 -0.87266 -0.93909
C 3.04498 -1.89267 -0.45426
O 3.48298 -2.50425 0.56126
Au 4.17362 -1.96154 -2.07413
V 0.82508 -0.04744 -0.73099
N -0.49568 -1.15860 -1.26734
N 0.42900 1.54317 -1.48291
C -0.67746 -2.65590 -1.15725
C 0.01112 3.02150 -1.25645
C -0.18632 -3.31472 -2.44300
C -2.15197 -3.06056 -0.93470
C 0.13095 -3.15342 -0.00321
C -0.86769 3.62520 -2.37591
C -0.70652 3.24389 0.05879
C 1.28763 3.88315 -1.22967
H -0.81960 -3.03396 -3.28739
H -0.19440 -4.41411 -2.39304
H 0.83583 -3.00475 -2.67549
H -2.56376 -2.50501 -0.07589
H -2.21980 -4.14877 -0.72794
H -2.78078 -2.85553 -1.81964
H 1.16688 -2.86837 -0.04391
H 0.07811 -4.22767 0.10637
H -0.25723 -2.74575 0.91616
H -0.35149 3.68722 -3.35003
H -1.16152 4.65655 -2.12890
H -1.81712 3.08287 -2.48803
H -1.72337 2.86278 0.03275
H -0.80628 4.31446 0.28717
H -0.18836 2.77057 0.89168
H 2.00980 3.37513 -0.57783
H 1.12449 4.93128 -0.86823
H 1.74832 3.91784 -2.23669
C 0.93736 1.37720 -2.79895
H 1.38316 0.37448 -2.91141
H 0.23314 1.48455 -3.64584
H 1.76358 2.08376 -3.04631
C -1.57129 -0.59048 -2.13000
H -2.57529 -0.70741 -1.64223
H -1.34594 0.48389 -2.26428
H -1.62826 -1.03718 -3.16030
C 2.76491 1.57784 1.33435
Si 1.59126 0.45834 2.24485
C 2.34048 -1.18451 2.72194
C 0.90504 1.29350 3.71479
N 0.28584 0.21784 1.09725
C -0.94768 -0.30896 1.56502
C -2.13282 0.08172 0.88699
C -3.43507 -0.36184 1.28746
C -3.47111 -1.31970 2.32943
C -2.34358 -1.71822 3.05005
C -1.06677 -1.28627 2.62970
H 3.59602 1.70984 2.04372
H 2.30008 2.56018 1.16160
H 3.14740 1.17586 0.38202
H 2.98060 -0.99396 3.59036
H 1.60959 -1.97233 2.93221
H 3.02850 -1.56358 1.96344
H 0.42273 2.23677 3.45025
H 0.18370 0.67833 4.25615
H 1.76535 1.49783 4.35987
H -2.08746 0.84640 0.11996
H -4.28042 -0.08498 0.65651
H -4.42384 -1.73550 2.62387
H -2.48317 -2.35024 3.96286
H -0.28046 -1.41311 3.40238
*
```

## Properties
E_HOMO (alpha / beta) = -14.01 / -14.01 eV
Energy = -2447.636745 Eh
Largest force on an atom = 0.1406 Eh/bohr
Frontier orbital gap (alpha / beta) = 4.074 / 4.070 eV

These are the natural (NBO) partial charges, in e, on atoms 1 to 8:
1 N -0.793
2 C 0.551
3 O -0.432
4 Au 1.034
5 V 1.445
6 N -0.459
7 N -0.465
8 C 0.100

[7]
Molecular formula: C19H24N6O2PdSSi
Method: DFT, ωB97M-V/def2-TZVPD

Geometry as ORCA input:
```
! RIJCOSX wB97M-V def2-TZVPD def2/J DEFGRID3
* xyz 0 3
Pd 0.29004 1.04692 0.39401
C 0.57554 4.24774 2.49763
C 0.36342 4.37670 1.01789
C 0.25637 5.60121 0.37798
C 0.08490 5.61598 -1.00428
C 0.02225 4.44524 -1.72909
C 0.13308 3.23409 -1.03015
N 0.30082 3.24487 0.31765
N 0.08811 1.96978 -1.48690
Si 0.26425 1.19839 -3.02702
C 0.96108 2.33380 -4.34597
C 1.44137 -0.22898 -2.73900
C -1.40088 0.55413 -3.57670
H 0.04848 5.02897 3.04290
H 1.63857 4.33232 2.73283
H 0.22672 3.27384 2.83708
H 0.29800 6.51863 0.94763
H -0.00552 6.56319 -1.52213
H -0.11767 4.45159 -2.80033
H 1.84305 2.87607 -3.99905
H 0.22958 3.06087 -4.70407
H 1.25887 1.72106 -5.20092
H 2.41154 0.12999 -2.38900
H 1.60313 -0.79902 -3.65769
H 1.03304 -0.91204 -1.98983
H -2.08306 1.38183 -3.78540
H -1.84758 -0.05374 -2.78689
H -1.32424 -0.05619 -4.47961
N -2.97057 -6.83456 0.72415
C -2.59134 -5.51892 0.97197
C -3.29289 -4.45748 0.40056
C -2.88019 -3.15343 0.60936
C -1.76384 -2.90424 1.39246
C -1.05257 -3.94928 1.96958
C -1.46458 -5.24828 1.75518
S -1.25744 -1.24312 1.67758
O -2.16017 -0.37116 0.96829
O -1.07080 -1.04841 3.09028
N 0.16546 -1.06379 0.87142
C 1.35071 -1.07548 1.55912
N 1.75051 -2.06284 2.35785
C 2.94560 -1.92232 2.91443
C 3.77179 -0.82690 2.69836
C 3.27832 0.15358 1.86023
N 2.08596 0.03205 1.29535
H -3.93332 -6.96297 0.45891
H -2.66604 -7.50389 1.41191
H -4.16480 -4.65892 -0.21036
H -3.41476 -2.31982 0.17508
H -0.18014 -3.72942 2.57107
H -0.91337 -6.07132 2.19503
H 3.25914 -2.72720 3.57100
H 4.74150 -0.74506 3.16427
H 3.83455 1.05595 1.63533
*
```

## Properties
E_HOMO (alpha / beta) = -7.83 / -7.70 eV
Energy = -2033.025585 Eh
ΔE to the lowest compared entry with this formula, charge and spin = 0.0 kcal per mole
Largest force on an atom = 0.0125 Eh/bohr
Frontier orbital gap (alpha / beta) = 8.199 / 6.480 eV

These are the natural (NBO) partial charges, in e, on atoms 1 to 8:
1 Pd 1.106
2 C -0.643
3 C 0.264
4 C -0.336
5 C -0.120
6 C -0.327
7 C 0.416
8 N -0.567